The following is a quantum chemistry calculation of an isolated molecule of C3H6F2, from the OMol25 dataset.

```
11
Properties=species:S:1:pos:R:3:forces:R:3
C 1.234278 -0.343713 -0.287267 -0.187 -0.515 -0.285
C 0.039552 0.588445 -0.183901 -0.545 -0.230 -0.162
C -1.157545 -0.083881 0.474777 0.441 0.693 -0.489
F -2.219917 0.783517 0.519267 0.160 -0.125 0.069
F -1.553992 -1.141859 -0.287790 -0.044 -0.178 0.188
H 2.111520 0.193392 -0.639937 -0.006 -0.051 -0.199
H 1.509238 -0.789452 0.669730 -0.118 0.053 0.112
H 0.984849 -1.170990 -0.972087 0.332 0.310 0.193
H 0.298231 1.462833 0.397990 -0.069 0.316 0.150
H -0.299402 0.911890 -1.183300 0.189 -0.025 0.365
H -0.946811 -0.410182 1.492518 -0.153 -0.247 0.058
```
Positions in Å, forces in eV/Å.

Output
Spin multiplicity: 1
Max |F|: 0.96 eV/Å
SMILES: CCC(F)F
Energy above the lowest of the compared OMol25 structures with the same formula, charge and spin: 0.0 kJ/mol


The following is a quantum chemistry calculation of an isolated molecule of C3H6F2 at a distorted geometry, from the OMol25 dataset.

```
11
Properties=species:S:1:pos:R:3:forces:R:3
C -1.314965 0.219567 0.134606 -0.068 -1.519 0.091
C -0.060109 -0.480119 -0.465936 -0.216 4.003 4.358
C 1.118683 0.085625 0.218200 2.041 1.243 1.800
F 2.315412 -0.608832 0.057325 -1.077 -1.297 0.593
F 1.555710 1.261636 -0.274839 -0.966 1.790 -0.563
H -2.177214 -0.472224 -0.232300 0.995 1.491 1.505
H -1.192253 0.490606 1.360510 -0.681 -1.029 -3.736
H -1.341147 1.089356 -0.494023 -0.664 1.007 0.424
H 0.055208 -1.408891 -0.197517 -0.226 -5.579 1.576
H 0.166059 -0.466255 -1.426194 0.045 0.631 -4.843
H 0.874614 0.289529 1.320168 0.817 -0.740 -1.206
```
Positions in Å, forces in eV/Å.

Output
Spin multiplicity: 1
Max |F|: 5.92 eV/Å
SMILES: CCC(F)F
Energy above the lowest of the compared OMol25 structures with the same formula, charge and spin: 174.6 kJ/mol


The following is a quantum chemistry calculation of an isolated molecule of C3H6F2N2 at a distorted geometry, from the OMol25 dataset.

```
13
Properties=species:S:1:pos:R:3:forces:R:3
C 0.649938 -0.004329 0.980613 -2.161 2.169 -0.530
C -0.884022 -0.365049 0.753146 -1.452 -0.386 -0.551
C 0.645073 0.117882 -1.369244 -1.608 -1.480 -0.792
N 1.006442 0.740571 -0.221541 0.622 -1.140 -1.328
N -1.194606 -0.722296 -0.626593 3.724 0.909 1.516
F -1.669061 0.787962 1.211238 0.789 -0.408 -0.427
F 1.327089 -1.046244 -1.531856 -0.658 0.336 0.014
H 0.784707 0.683724 1.833877 -0.388 -0.436 -0.306
H 1.261620 -0.839797 1.148888 0.691 -1.292 -0.185
H -1.181464 -1.124432 1.518209 0.221 0.286 -0.798
H 0.504037 0.576240 -2.424304 0.107 -0.230 2.376
H 0.873537 1.713128 -0.267907 -0.460 1.201 0.484
H -2.123290 -0.517361 -1.004526 0.572 0.471 0.526
```
Positions in Å, forces in eV/Å.

Output
Spin multiplicity: 1
Max |F|: 4.12 eV/Å
Energy above the lowest of the compared OMol25 structures with the same formula, charge and spin: 229.3 kJ/mol